Molecular formula: C51H123N9O9
Method: DFT, ωB97M-V/def2-TZVPD

Calculated values
**Highest occupied orbital energy**: -8.10 eV
**Structure (SMILES)**: CC1(C)CCCC(C)(C)N1O.CC1(C)CCCC(C)(C)N1O.CC1(C)CCCC(C)(C)N1O.COC[C@H](C)N.COC[C@H](C)N.COC[C@H](C)N.COC[C@H](C)N.COC[C@H](C)N.COC[C@H](C)N
**Energy**: -86714.1845 eV
**Max |F|**: 2.55 eV/Å
**Gap between HOMO and LUMO**: 8.55 eV
**Net charge**: 0
**Energy above the lowest of the compared OMol25 structures with the same formula, charge and spin**: 0.0 kcal per mole

```
192
Properties=species:S:1:pos:R:3:forces:R:3:mulliken_charge:R:1
C 2.5003 -4.1909 4.5891 -0.8 0.1 0.7 -1.8843
C 1.3983 -3.1614 4.2393 0.6 -0.5 -0.3 1.7137
C 1.3277 -3.1319 2.7130 0.0 1.3 -0.5 -1.7658
C 0.0220 -3.5876 4.7620 0.4 -1.7 0.6 -0.8886
C -0.1835 -3.3112 6.2479 -0.2 0.4 -0.2 -1.0494
C 0.1011 -1.8499 6.5659 -0.2 -0.3 0.6 -1.0830
C 1.5241 -1.4549 6.1495 -0.4 0.3 0.2 1.7271
C 1.6291 0.0641 6.1827 0.3 1.2 0.1 -2.2035
C 2.5203 -2.0599 7.1477 1.3 1.0 -0.5 -1.9558
N 1.7081 -1.8311 4.7511 -1.3 0.4 -0.8 1.3790
O 2.8773 -1.2913 4.1752 0.4 -0.4 0.3 -0.6078
H 3.4623 -3.8358 4.2309 0.1 -0.2 -0.1 0.3680
H 2.5484 -4.3250 5.6714 0.2 0.0 0.0 0.4144
H 2.2121 -5.1603 4.1805 0.3 0.0 -0.3 0.4180
H 0.6751 -2.3047 2.4017 -0.2 -0.2 0.1 -0.5372
H 2.2942 -2.8710 2.2752 0.1 -0.3 0.1 0.6483
H 0.9546 -4.0347 2.2324 0.0 -0.2 0.4 0.5456
H -0.8089 -3.3260 4.1063 0.0 0.6 0.1 -0.0662
H 0.0508 -4.6858 4.7054 -0.2 0.1 -0.3 0.6042
H -1.1777 -3.6121 6.5855 -0.1 0.1 -0.2 0.4156
H 0.4847 -3.9625 6.8168 0.2 0.1 0.0 0.3867
H 0.0140 -1.6955 7.6480 0.2 0.0 0.0 0.5329
H -0.6587 -1.1836 6.1479 0.1 -0.1 -0.4 0.2433
H 2.6683 0.4015 6.2195 0.0 -0.1 0.0 0.3843
H 1.1310 0.5683 7.0179 0.0 -0.6 0.3 0.5766
H 1.1773 0.5722 5.3236 0.0 -0.5 -0.3 0.1334
H 3.5282 -1.9810 6.7146 -0.2 -0.4 -0.3 0.4245
H 2.3322 -3.0906 7.4192 -0.1 0.0 0.3 0.2857
H 2.6631 -1.3862 7.9975 -0.7 -0.4 0.4 0.4719
H 2.5697 -0.5004 3.7201 0.0 0.0 0.0 0.3174
C -4.1864 2.3323 -1.5682 0.5 -0.1 0.2 -1.7738
C -3.6452 2.2994 -3.0020 -0.7 -0.5 -0.1 1.9129
C -4.5406 1.3615 -3.8433 0.5 0.5 -0.7 -1.5701
C -3.6887 3.7316 -3.5182 0.6 0.6 -0.6 -1.0176
C -2.8632 3.9649 -4.7690 0.7 -1.3 -2.1 -0.9647
C -1.4282 3.4438 -4.6060 0.3 1.2 1.5 -1.5552
C -1.3254 2.0073 -4.0567 -0.5 0.9 -1.3 1.8430
C -1.6140 1.0973 -5.2729 0.2 -1.1 0.5 -1.6027
C 0.1050 1.8378 -3.5518 -0.1 -0.2 -0.4 -2.2463
N -2.2577 1.8835 -2.9576 0.9 0.1 1.0 0.6786
O -2.1249 0.5820 -2.4037 -0.5 0.0 -0.3 1.2815
H -5.1333 2.8710 -1.5189 0.0 0.1 -0.1 0.5635
H -4.3508 1.3390 -1.1468 0.0 -0.1 -0.2 0.2370
H -3.4215 2.8178 -0.9539 -0.3 0.1 0.2 -0.0698
H -5.5696 1.3794 -3.4893 0.0 -0.1 0.0 0.5662
H -4.5127 1.6988 -4.8852 -0.2 -0.1 0.0 0.3222
H -4.1473 0.3470 -3.8528 -0.1 -0.1 0.3 -0.1069
H -4.7282 3.9918 -3.7227 0.0 0.2 0.3 0.5268
H -3.2313 4.4053 -2.7836 -0.5 -0.1 0.3 -0.0414
H -3.2502 3.4278 -5.6512 -0.5 0.0 0.3 0.3758
H -2.7925 4.9885 -5.1400 -0.3 0.2 0.5 0.4527
H -0.9870 4.1778 -3.9052 0.2 -0.5 0.3 0.3518
H -0.7529 3.5416 -5.4580 -0.5 -0.1 -0.5 0.4644
H -2.3220 1.5058 -5.9909 0.0 0.2 0.1 0.2860
H -2.0092 0.1286 -4.9479 0.0 0.1 0.1 0.0740
H -0.6771 0.8564 -5.7805 -0.1 0.2 -0.2 0.4979
H 0.7673 2.0130 -4.4030 0.1 0.1 0.1 0.6282
H 0.3236 0.8315 -3.1929 -0.1 0.0 0.2 0.2233
H 0.2831 2.5917 -2.7845 0.2 -0.1 0.1 0.2849
H -1.8893 0.7960 -1.4804 0.1 -0.1 0.5 -0.5416
C 3.5598 -5.7880 -4.3647 0.1 0.2 -0.1 -1.9124
C 2.5781 -4.6390 -4.0529 -0.1 -1.1 0.1 1.8560
C 1.5059 -4.5305 -5.1480 0.5 0.5 -0.3 -2.0668
C 1.8526 -5.0220 -2.7393 0.5 -0.3 0.1 -0.9978
C 2.6324 -4.5758 -1.5157 -0.2 -1.2 0.5 -0.9486
C 3.0577 -3.1353 -1.5569 -0.7 0.0 1.2 -0.3071
C 3.9271 -2.7986 -2.7580 -0.4 0.5 0.2 2.3282
C 3.8652 -1.2741 -2.9169 0.8 0.3 -1.1 -2.7453
C 5.3679 -3.2447 -2.5826 0.2 -1.0 0.3 -1.9104
N 3.2616 -3.3551 -3.9406 -0.9 0.7 0.1 0.5573
O 4.0146 -3.0906 -5.1096 0.2 -0.2 0.0 -0.5439
H 3.0318 -6.7408 -4.3397 0.0 0.0 -0.2 0.4641
H 4.0415 -5.6462 -5.3324 -0.1 0.0 0.0 0.3685
H 4.3488 -5.8275 -3.6129 0.0 0.0 0.0 0.3650
H 0.6648 -3.9566 -4.7633 -0.2 -0.1 -0.1 0.4511
H 1.9135 -3.9802 -6.0003 0.0 -0.1 0.0 0.3709
H 1.1947 -5.5040 -5.5275 -0.1 -0.1 0.2 0.3974
H 0.7963 -4.7432 -2.7391 0.2 0.6 0.1 0.0273
H 1.8156 -6.1137 -2.6792 0.0 0.0 -0.3 0.4463
H 2.0858 -4.8912 -0.6156 -0.3 0.7 0.0 0.3259
H 3.5013 -5.2376 -1.3828 0.2 0.3 -0.5 0.4242
H 3.5065 -2.9034 -0.5822 0.7 0.1 -0.4 0.7267
H 2.1922 -2.4636 -1.5184 -0.2 -0.2 -0.5 -0.7641
H 4.3220 -0.7164 -2.0980 -0.3 -0.2 0.3 0.4564
H 2.8553 -0.9429 -3.1619 -0.1 0.0 0.5 0.5481
H 4.4591 -0.9868 -3.7957 0.1 -0.1 0.1 0.5505
H 5.8081 -2.8954 -1.6461 0.0 0.5 -0.2 0.4265
H 5.9795 -2.9777 -3.4413 0.0 0.1 0.1 0.3851
H 5.4225 -4.3327 -2.4734 -0.1 0.0 -0.2 0.3426
H 3.5621 -2.3416 -5.5103 0.0 0.0 -0.1 0.3483
C 1.0226 4.1429 4.3043 -0.4 -0.1 -0.7 -0.6550
O 0.0340 4.4771 5.2459 -0.2 -0.3 0.1 -0.2102
C 0.2275 3.8261 6.4811 0.7 0.7 0.2 -0.1939
C -0.8112 4.3014 7.4702 -1.2 -0.1 0.3 0.6952
C -1.0189 5.8051 7.5001 0.0 0.3 -1.2 -1.3136
N -0.4974 3.7903 8.8144 -0.2 -0.4 -0.2 -0.7520
H 0.7206 4.6754 3.3995 0.4 0.1 0.0 0.1410
H 1.0181 3.0797 4.0282 0.0 -0.1 0.3 0.1786
H 2.0319 4.4236 4.6207 0.0 0.1 0.1 0.4017
H 0.1785 2.7377 6.3508 0.0 0.0 0.1 -0.3251
H 1.2218 4.1074 6.8637 0.0 -0.3 0.1 0.3711
H -1.7670 3.8880 7.1002 0.0 0.0 0.2 0.1454
H -1.7179 6.1575 8.2574 0.2 -0.3 0.4 0.4194
H -1.5048 6.0812 6.5580 0.2 0.0 0.0 0.2732
H -0.0837 6.3671 7.5136 0.0 0.0 0.4 0.3064
H -1.1605 4.1824 9.4751 0.1 0.2 0.0 0.2823
H -0.7238 2.7982 8.8326 0.3 0.0 0.0 0.2402
C 3.5179 2.3850 -1.3047 -0.7 -0.7 0.5 -0.8607
O 4.8640 2.7255 -1.1733 0.1 -0.2 0.0 -0.3970
C 5.2662 3.7822 -2.0134 0.1 0.2 0.1 -0.6929
C 6.7831 3.8316 -2.0585 0.2 0.7 -0.8 0.4504
C 7.2259 5.1564 -2.6854 0.3 0.2 0.2 -1.3995
N 7.4106 2.7768 -2.8692 -0.6 -0.3 0.2 -0.7459
H 2.8379 3.1968 -1.0145 0.1 0.2 -0.4 0.5760
H 3.2936 1.5711 -0.6064 0.3 0.1 0.1 0.1802
H 3.2541 1.9628 -2.2830 0.1 0.4 -0.2 0.3732
H 4.8392 3.6481 -3.0184 0.2 0.0 -0.1 0.2867
H 4.9094 4.7545 -1.6416 -0.2 -0.2 0.1 0.3001
H 7.1736 3.8255 -1.0397 -0.1 -0.4 0.1 0.2980
H 8.2954 5.2930 -2.5237 0.0 -0.1 -0.2 0.3548
H 6.7499 6.0346 -2.2445 -0.2 -0.1 0.0 0.3886
H 7.0466 5.1630 -3.7626 -0.1 0.0 0.0 0.3226
H 7.0060 2.8762 -3.7991 0.3 0.0 -0.1 0.2737
H 7.0652 1.8658 -2.5727 0.2 0.0 0.2 0.2901
C -4.7264 -0.5486 1.7023 -0.5 0.4 0.1 -0.5251
O -4.2156 -1.8457 1.8921 0.0 0.5 -0.1 -0.4392
C -3.5574 -2.3460 0.7544 0.8 -0.5 -0.4 -0.0237
C -2.5843 -3.4088 1.2699 -0.2 -0.6 -0.1 2.2512
C -1.6922 -3.9943 0.1947 0.0 0.3 -0.6 -1.2209
N -3.3162 -4.5095 1.9299 0.5 0.5 0.1 -0.8616
H -5.3881 -0.3165 2.5379 0.0 -0.1 0.0 0.3017
H -5.3135 -0.4699 0.7798 0.0 -0.1 0.0 0.3233
H -3.9590 0.2369 1.6765 0.2 -0.2 -0.1 -0.0365
H -4.2573 -2.7929 0.0314 -0.2 -0.1 0.2 0.4809
H -3.0197 -1.5834 0.1710 0.0 0.3 0.4 -0.3342
H -1.9537 -2.9393 2.0318 0.0 0.1 0.0 -1.3173
H -1.0420 -4.7731 0.5885 -0.1 0.0 0.1 0.3932
H -1.0652 -3.2350 -0.2793 0.0 0.1 0.1 -0.0479
H -2.2929 -4.4144 -0.6197 0.0 -0.2 0.1 0.4459
H -3.9384 -4.0671 2.5970 -0.2 -0.3 0.0 0.3244
H -3.8802 -4.9815 1.2314 -0.1 0.0 0.1 0.3434
C -2.4409 -2.5229 -3.4368 -0.6 -0.1 -0.1 0.0609
O -1.7172 -3.0420 -4.5237 0.5 -0.5 -0.4 -0.0233
C -2.5255 -3.4860 -5.6077 0.1 1.0 0.5 -1.1779
C -3.4513 -4.6038 -5.2200 -1.6 -0.4 -1.0 1.1610
C -2.7368 -5.9097 -4.9717 0.3 0.0 0.0 -1.4873
N -4.3815 -4.8146 -6.3677 0.2 -0.2 -0.1 -0.7804
H -1.8185 -1.7825 -2.9448 0.0 0.0 0.1 -0.7570
H -2.7728 -3.3061 -2.7426 0.3 0.0 0.1 0.3538
H -3.3768 -2.0478 -3.7680 0.2 0.3 -0.1 0.4060
H -3.0497 -2.5845 -5.9615 -0.4 -0.3 -0.1 0.2803
H -1.8998 -3.8067 -6.4410 0.3 -0.1 0.2 0.3705
H -4.1196 -4.3693 -4.3858 0.7 0.3 0.5 0.1867
H -1.8973 -5.7768 -4.2875 -0.2 -0.1 0.3 0.1771
H -2.3073 -6.2896 -5.9013 -0.1 0.1 -0.1 0.3733
H -3.4567 -6.6402 -4.6025 0.2 -0.1 0.2 0.4225
H -5.0014 -4.0236 -6.5042 0.2 0.2 0.1 0.2411
H -4.9985 -5.5891 -6.1483 0.1 -0.1 -0.1 0.2677
C -4.1901 7.5670 0.4238 -0.5 0.1 -0.2 -0.7029
O -3.0324 6.9482 0.9053 0.1 0.0 0.2 -0.3409
C -3.2064 5.5657 1.0924 -0.1 -0.2 -0.7 -0.4500
C -1.8731 4.9615 1.4356 0.8 -0.4 0.4 0.3259
C -0.9093 5.0344 0.2697 0.2 0.3 -0.3 -0.9827
N -2.0333 3.5364 1.7420 -0.8 -0.2 0.7 -0.2684
H -4.9600 7.6489 1.2016 0.1 0.1 0.0 0.2840
H -4.6512 7.0124 -0.4063 0.2 -0.1 0.0 0.2637
H -3.9294 8.5519 0.0424 0.0 0.1 0.2 0.2582
H -3.9671 5.3191 1.8473 0.0 0.2 0.1 0.4822
H -3.5428 5.1407 0.1324 -0.1 -0.2 0.2 -0.0989
H -1.4653 5.5080 2.2971 0.0 0.1 -0.1 0.2562
H -0.0156 4.4372 0.4667 0.0 0.0 0.1 0.2596
H -0.5769 6.0497 0.0528 -0.1 0.0 0.0 0.4960
H -1.3996 4.6251 -0.6184 0.1 0.0 0.0 -0.1657
H -2.7868 3.3987 2.4122 0.0 0.1 -0.1 0.1432
H -1.2281 3.1230 2.2090 0.2 0.4 0.0 -0.0215
C -1.1109 0.3200 3.5476 -0.4 0.3 -0.2 -0.2556
O -0.2239 1.2069 2.8883 0.0 0.6 -0.6 0.7350
C 0.4647 0.6228 1.7999 0.4 -2.0 0.7 -0.4756
C -0.4625 0.0864 0.7102 0.3 1.7 -0.5 1.7974
C 0.3245 -0.6280 -0.3747 0.2 -0.7 0.8 -0.6348
N -1.0803 1.2943 0.1276 -0.9 -0.8 -0.1 0.6238
H -0.6597 -0.6563 3.7535 0.3 0.2 0.3 0.0360
H -2.0240 0.1070 2.9762 0.1 0.2 -0.1 -0.3554
H -1.4046 0.8887 4.4282 0.0 -0.5 0.3 0.4504
H 1.1662 1.3026 1.3149 -0.2 0.5 0.4 0.3558
H 1.0618 -0.1865 2.2605 0.1 -0.1 -0.4 -0.6242
H -1.2518 -0.5092 1.1667 0.0 -0.2 -0.2 -0.4201
H 1.3083 -0.1522 -0.4269 0.0 -0.1 -0.5 -0.1501
H -0.1752 -0.6563 -1.3409 0.0 0.3 0.0 -0.0892
H 0.4829 -1.6708 -0.0854 0.2 0.1 0.0 -0.0754
H -1.4873 1.8670 0.8685 0.0 0.1 -0.7 -0.6815
H -0.4150 1.8548 -0.3947 0.1 0.0 0.2 -0.1098
```
Forces are in eV/Å.